DFT (wB97M-V/def2-TZVPD) results for a cluster of 9 separate species, C46H75BF3O14PS3 in total.

Element x y z (Å)
C 11.88 1.08 0.51
C 10.64 0.05 0.16
C 10.52 -1.31 1.11
C 9.64 0.32 -0.91
C 9.22 1.78 -1.53
C 8.77 2.90 -0.42
C 7.57 2.43 0.60
C 8.18 1.66 1.96
C 6.35 1.59 -0.09
C 5.11 2.54 -0.65
C 3.67 1.96 -0.01
C 3.44 2.30 1.60
S 4.67 3.26 2.67
C 2.05 1.82 2.39
C 0.95 1.02 1.47
C 1.16 0.68 -0.15
C 2.55 1.14 -0.94
P 2.84 0.81 -2.79
S 2.99 2.49 -3.83
C -0.08 -0.12 -0.87
O 0.01 -1.00 -1.88
C -1.60 0.18 -0.22
C -2.84 0.15 -1.29
B -3.40 -1.43 -1.32
O -2.61 -2.56 -0.75
O -4.74 -1.80 -1.87
C -1.84 0.48 1.21
S -3.48 0.85 2.03
O -3.51 0.11 3.43
O -4.74 0.39 1.28
C -3.48 2.70 2.47
F -2.13 3.17 2.98
F -3.91 3.50 1.28
F -4.56 2.88 3.50
C -0.49 0.54 2.18
O -0.47 0.21 3.48
H 12.87 0.46 0.59
H 11.92 1.89 -0.35
H 11.64 1.55 1.57
H 11.22 -2.16 0.71
H 9.40 -1.74 1.12
H 10.81 -1.10 2.23
H 9.11 -0.64 -1.39
H 8.31 1.64 -2.27
H 10.13 2.21 -2.16
H 9.73 3.10 0.26
H 8.57 3.94 -0.95
H 7.09 3.43 1.03
H 8.37 0.53 1.71
H 9.16 2.23 2.27
H 7.32 1.75 2.77
H 6.67 0.83 -0.92
H 5.87 0.93 0.78
H 5.07 2.62 -1.82
H 5.25 3.60 -0.15
H 4.23 4.62 2.50
H 1.90 2.06 3.55
H 1.84 0.01 -3.45
H 4.14 0.15 -2.96
H -3.70 0.92 -1.05
H -2.46 0.36 -2.39
H -2.91 -2.64 0.23
H -5.32 -2.10 -1.08
C -7.09 -1.98 5.58
C -5.78 -2.71 5.78
C -4.57 -2.15 5.09
O -5.71 -3.71 6.49
H -7.88 -2.50 6.14
H -7.01 -0.96 5.95
H -7.35 -1.99 4.52
H -4.37 -1.13 5.43
H -4.72 -2.16 4.00
H -3.70 -2.77 5.32
C 0.41 6.88 -6.97
C 1.30 5.84 -6.35
C 1.23 4.44 -6.91
O 2.06 6.11 -5.42
H 0.57 7.84 -6.46
H 0.66 7.00 -8.03
H -0.64 6.59 -6.85
H 1.51 4.45 -7.97
H 0.22 4.05 -6.79
H 1.92 3.79 -6.37
C -8.88 -4.29 -0.55
C -7.57 -4.11 -1.28
C -7.55 -4.43 -2.75
O -6.57 -3.70 -0.70
H -8.74 -4.01 0.50
H -9.64 -3.64 -0.99
H -9.19 -5.34 -0.60
H -8.26 -3.80 -3.29
H -7.80 -5.49 -2.90
H -6.55 -4.26 -3.15
C -6.99 -7.95 1.64
C -8.39 -8.06 1.11
C -8.91 -9.44 0.80
O -9.09 -7.07 0.95
H -6.75 -6.89 1.82
H -6.89 -8.49 2.58
H -6.28 -8.34 0.90
H -8.90 -10.05 1.71
H -8.29 -9.90 0.03
H -9.94 -9.37 0.43
C -5.45 4.75 -3.38
C -4.06 5.04 -2.87
C -3.62 4.33 -1.61
O -3.32 5.81 -3.46
H -5.63 5.33 -4.29
H -5.56 3.69 -3.61
H -6.19 5.05 -2.62
H -3.65 3.25 -1.77
H -4.28 4.61 -0.79
H -2.60 4.63 -1.37
C 3.12 0.97 -10.20
C 1.93 1.85 -9.93
C 0.57 1.32 -10.33
O 2.05 2.95 -9.39
H 4.03 1.48 -9.86
H 3.02 0.03 -9.66
H 3.21 0.79 -11.28
H 0.36 0.39 -9.79
H 0.55 1.15 -11.41
H -0.19 2.06 -10.07
C 2.65 -1.97 2.43
C 4.04 -1.69 2.94
C 4.48 -2.39 4.20
O 4.78 -0.91 2.35
H 2.47 -1.40 1.52
H 2.54 -3.03 2.20
H 1.91 -1.67 3.19
H 4.45 -3.47 4.04
H 3.82 -2.11 5.02
H 5.50 -2.09 4.44
C -4.05 0.16 9.42
C -3.16 -0.89 10.04
C -3.23 -2.28 9.48
O -2.40 -0.61 10.97
H -3.89 1.12 9.93
H -3.80 0.28 8.36
H -5.10 -0.13 9.54
H -2.95 -2.27 8.42
H -4.24 -2.68 9.60
H -2.54 -2.93 10.02

Output
Structure (SMILES): CC(C)=CCC[C@H](C)CCc1c(S)cc2c(c1[PH2]=S)C(=O)C(CB(O)O)=C(S(=O)(=O)C(F)(F)F)C2=O.CC(C)=O.CC(C)=O.CC(C)=O.CC(C)=O.CC(C)=O.CC(C)=O.CC(C)=O.CC(C)=O
Total charge: 0
2S+1: 1
Kohn-Sham gap in eV: 5.58